Density functional theory data (wB97M-V/def2-TZVPD) for the ion C20H35INO4 with charge +1.

## Properties
Net charge: +1
Spin multiplicity: 1
HOMO-LUMO gap in eV: 7.3
Relative energy (zero: lowest compared OMol25 entry of this formula, charge and spin) in kJ/mol: 0.00
LUMO in eV: -2.9

CARTESIAN COORDINATES (ANGSTROEM)
C1 5.0100 2.5902 2.3443
C2 5.6805 2.8741 1.1686
C3 5.4661 2.0509 -0.0165
O1 5.8369 2.3789 -1.1199
O2 4.7122 0.9462 0.2215
C4 4.8754 -0.1058 -0.7478
C5 4.6638 -1.4484 -0.0326
C6 3.7473 -2.4177 -0.8158
C7 2.5176 -2.9139 -0.0153
C8 1.2350 -2.6224 -0.7997
C9 -0.0612 -3.0780 -0.1091
C10 -0.9972 -1.9488 0.3698
I1 0.1224 -0.8732 1.9243
C11 -2.2359 -2.6089 1.0194
C12 -3.5795 -1.8474 0.9992
N1 -3.5445 -0.5422 0.2591
C13 -2.9999 0.5481 1.1335
C14 -2.8000 -0.7877 -1.0177
C15 -3.1145 0.2091 -2.1562
C16 -3.8369 1.5225 -1.8079
C17 -2.8449 2.6401 -1.4362
O3 -3.3532 3.4874 -0.4014
C18 -2.3620 4.0409 0.3715
C19 -2.4679 3.8220 1.8551
O4 -1.4712 4.6723 -0.1160
C20 -1.3047 -0.9594 -0.7797
H1 4.2204 3.2370 2.7200
H2 5.2411 1.7035 2.9297
H3 6.3430 3.7300 1.1053
H4 5.8488 -0.0489 -1.2284
H5 4.1289 0.0436 -1.5299
H6 5.6474 -1.9127 0.0350
H7 4.2950 -1.2394 0.9688
H8 4.3311 -3.2539 -1.1949
H9 3.3882 -1.8820 -1.6978
H10 2.6243 -3.9934 0.0996
H11 2.5092 -2.4340 0.9595
H12 1.2266 -1.5615 -1.0581
H13 1.3253 -3.1747 -1.7375
H14 -0.6601 -3.7424 -0.7369
H15 0.2239 -3.6365 0.7858
H16 -2.3703 -3.5996 0.5870
H17 -1.9868 -2.7880 2.0626
H18 -3.9773 -1.7076 2.0010
H19 -4.3158 -2.4673 0.4871
H20 -4.5098 -0.3198 0.0283
H21 -2.7196 0.1444 2.0974
H22 -2.2002 1.0938 0.6541
H23 -3.8102 1.2521 1.3149
H24 -3.1378 -1.7671 -1.3606
H25 -2.1849 0.4850 -2.6560
H26 -3.7049 -0.3163 -2.9054
H27 -4.3166 1.8571 -2.7265
H28 -4.6358 1.4322 -1.0702
H29 -1.8881 2.1994 -1.1405
H30 -2.6266 3.2309 -2.3256
H31 -3.4099 3.3311 2.0925
H32 -1.6728 3.1367 2.1518
H33 -2.3763 4.7650 2.3821
H34 -0.9495 -1.4210 -1.7023
H35 -0.7934 -0.0049 -0.6863